Entry from OMol25: a single C11H20N2O molecule at a distorted geometry (ωB97M-V/def2-TZVPD).

Its LUMO energy is 0.03011 hartree. The calculation puts the orbital gap at 8.779 eV. The HOMO energy is -7.96 eV. The total energy is -615.8642 Ha. Its SMILES is CC[C@]12CN3CCN(C[C@H](C3)[C@@H]1O)C2.

Geometry as ORCA input:
```
! wB97M-V def2-TZVPD RIJCOSX def2/J DEFGRID3
* xyz 0 1
H 0.455 1.455 2.366
C -1.312 -1.965 -0.855
N 0.130 -1.646 -0.815
H -0.632 2.893 -1.727
C 0.519 0.770 -0.218
H 1.588 -0.524 -1.711
H 1.866 -2.249 0.151
H -2.873 -0.539 -0.609
H 1.271 2.777 0.007
H 0.542 2.087 -2.894
H 1.418 -1.399 2.349
H -0.019 -0.097 -2.193
C 1.329 0.268 1.012
H 0.454 -3.071 0.749
C -0.648 -0.841 2.010
H 0.895 3.661 -2.132
H -0.612 -0.253 2.953
N -1.447 -0.212 0.967
H 2.347 0.104 0.669
H -2.831 -1.778 0.622
O 1.364 1.259 2.064
H -0.913 1.816 0.979
C -2.204 -1.111 0.042
H 2.175 1.764 -1.119
C 0.784 -1.057 1.517
H -1.664 -1.849 -1.887
C -0.919 1.020 0.263
C 0.434 2.707 -1.959
H -1.400 -3.024 -0.584
H -1.580 1.267 -0.593
C 0.829 -2.112 0.382
H -1.107 -1.794 2.286
C 0.577 -0.357 -1.329
C 1.185 2.030 -0.765
*
```

natural (NBO) population analysis, charges in e, atoms 1 to 2: H 0.4636; C -0.2336